Entry 1:
Entry from the OMol25 dataset: a cluster of 9 separate species, C26H36N8O7P2 in total (the ωB97M-V functional and the def2-TZVPD basis).

```
79
C26H36N8O7P2, DFT the ωB97M-V functional and the def2-TZVPD basis
O 4.306 0.887 0.759
C 3.513 0.186 0.190
O 3.097 -0.974 0.753
C 2.901 0.590 -1.124
C 1.967 1.799 -0.962
C 1.078 1.725 0.299
C -0.397 1.644 0.029
C -1.039 0.637 -0.589
P -0.113 -0.819 -1.170
P -0.831 -2.523 -0.015
O 0.186 -2.824 1.014
O -2.260 -2.324 0.652
O -1.055 -3.740 -1.025
C -2.514 0.674 -0.836
O -3.114 -0.314 -1.211
C -3.215 1.959 -0.647
C -2.601 2.933 0.018
C -1.233 2.787 0.529
O -0.797 3.565 1.347
H 3.403 -1.721 0.216
H 3.737 0.846 -1.780
H 2.407 -0.253 -1.590
H 2.550 2.716 -0.971
H 1.332 1.846 -1.849
H 1.225 2.634 0.877
H 1.346 0.892 0.951
H -0.681 -1.020 -2.445
H -2.103 -1.824 1.467
H -0.532 -3.591 -1.826
H -4.211 2.071 -1.046
H -3.095 3.876 0.211
C 2.944 -4.951 -0.396
C 2.770 -3.759 -1.217
N 2.584 -2.809 -1.834
H 4.001 -5.101 -0.184
H 2.404 -4.824 0.541
H 2.551 -5.825 -0.912
C 7.432 -0.530 0.778
C 6.489 -1.438 0.150
N 5.728 -2.139 -0.349
H 7.255 0.485 0.426
H 7.299 -0.559 1.856
H 8.446 -0.832 0.538
C -7.461 2.679 -1.317
C -6.489 3.591 -0.731
N -5.721 4.308 -0.266
H -6.998 1.710 -1.493
H -8.303 2.554 -0.640
H -7.818 3.083 -2.264
C -0.902 -5.937 1.726
C -0.121 -6.913 0.981
N 0.498 -7.676 0.386
H -1.892 -5.847 1.284
H -0.999 -6.259 2.762
H -0.415 -4.964 1.694
C -2.743 6.948 -0.826
C -1.871 6.006 -1.514
N -1.194 5.243 -2.040
H -2.169 7.814 -0.503
H -3.536 7.275 -1.496
H -3.190 6.468 0.043
C 8.201 -4.881 1.979
C 8.933 -3.635 1.806
N 9.492 -2.642 1.667
H 8.136 -5.127 3.037
H 7.197 -4.772 1.573
H 8.715 -5.686 1.456
C -5.771 6.447 -3.731
C -6.838 5.637 -4.304
N -7.678 4.995 -4.751
H -5.951 7.498 -3.947
H -5.741 6.299 -2.652
H -4.814 6.153 -4.159
C -2.450 -2.155 4.639
C -2.957 -0.922 4.050
N -3.346 0.044 3.564
H -1.376 -2.073 4.793
H -2.937 -2.333 5.596
H -2.651 -2.993 3.974
```

Values from the calculation:
HOMO-LUMO gap = 7.9 eV
calculated total energy = -72376.173 eV
SMILES string = O=C(O)CCCC1=C(PP(=O)(O)O)C(=O)C=CC1=O.CC#N.CC#N.CC#N.CC#N.CC#N.CC#N.CC#N.CC#N
lowest unoccupied orbital energy = -1.25 eV

Entry 2:
Entry from the OMol25 dataset: the molecule C3H7N3O2 (the ωB97M-V functional and the def2-TZVPD basis).

```
15
C3H7N3O2, DFT the ωB97M-V functional and the def2-TZVPD basis
O -1.936 -0.126 2.216
C -1.113 -0.369 1.344
N -0.348 -1.543 1.372
O 0.979 -1.442 1.048
N -0.786 0.471 0.283
N -0.361 0.014 -0.964
C 0.085 1.117 -1.892
C 1.107 0.275 -1.200
H -0.386 -1.976 2.288
H 1.411 -0.789 1.597
H -1.504 1.192 0.226
H -0.128 0.996 -2.953
H -0.096 2.141 -1.535
H 1.564 0.708 -0.299
H 1.512 -0.668 -1.530
```

Values from the calculation:
energy relative to the best compared isomer or geometry (same formula, charge and spin) = 506.42 kJ/mol
HOMO-LUMO gap = 9.7 eV
calculated total energy = -11786.065 eV
SMILES string = O=C(NO)NN1CC1
lowest unoccupied orbital energy = 0.73 eV

Entry 3:
Entry from the OMol25 dataset: a structure of composition C20H26BIN7O4SZn (the ωB97M-V functional and the def2-TZVPD basis).

```
61
C20H26BIN7O4SZn, DFT the ωB97M-V functional and the def2-TZVPD basis
Zn 0.721 1.210 -0.074
C 0.105 3.237 -2.898
C -0.338 1.814 -2.932
C -0.994 1.120 -3.956
C -1.161 -0.167 -3.477
C -1.810 -1.334 -4.141
N -0.623 -0.225 -2.247
N -0.134 0.993 -1.912
B -0.593 -1.424 -1.279
N -1.546 -1.148 -0.101
N -2.155 0.058 0.047
C -2.946 -0.048 1.102
C -3.735 1.123 1.585
C -2.876 -1.345 1.644
C -1.979 -2.013 0.842
C -1.480 -3.412 0.942
N 0.869 -1.679 -0.790
N 1.678 -0.638 -0.438
C 2.919 -1.095 -0.337
C 4.079 -0.234 0.022
C 2.931 -2.461 -0.652
C 1.625 -2.787 -0.954
C 1.108 -4.116 -1.396
H 0.277 3.602 -3.910
H 1.025 3.351 -2.325
H -0.652 3.868 -2.432
H -1.298 1.501 -4.915
H -2.169 -1.032 -5.124
H -2.656 -1.701 -3.559
H -1.113 -2.163 -4.266
H -0.927 -2.414 -1.874
H -3.739 1.898 0.821
H -3.291 1.549 2.487
H -4.766 0.845 1.812
H -3.398 -1.740 2.500
H -2.074 -3.964 1.670
H -0.438 -3.438 1.270
H -1.542 -3.929 -0.017
H 3.949 0.779 -0.348
H 4.990 -0.661 -0.399
H 4.198 -0.150 1.100
H 3.785 -3.116 -0.671
H 1.954 -4.779 -1.575
H 0.527 -4.041 -2.314
H 0.472 -4.578 -0.642
O 2.171 3.676 2.361
S 2.812 2.595 1.662
O 4.249 2.565 1.668
O 2.290 2.474 0.257
O 2.393 1.218 2.352
I -1.327 3.858 0.622
C -0.590 2.636 2.169
C -0.771 3.052 3.446
C -0.142 2.251 4.450
C 0.655 1.224 4.115
C 0.924 0.911 2.696
N 0.043 1.524 1.772
H -1.298 3.963 3.679
H -0.309 2.484 5.496
H 1.144 0.617 4.865
H 0.975 -0.165 2.503
```

Values from the calculation:
energy relative to the best compared isomer or geometry (same formula, charge and spin) = 0.00 kJ/mol
net charge = -1
HOMO-LUMO gap = 6.7 eV
calculated total energy = -107819.600 eV
lowest unoccupied orbital energy = 2.41 eV

Entry 4:
Entry from the OMol25 dataset: a cluster of 2 separate species, C4H12 in total (the ωB97M-V functional and the def2-TZVPD basis).

```
16
C4H12, DFT the ωB97M-V functional and the def2-TZVPD basis
C -2.326 -0.650 -0.332
C -1.977 -2.095 -0.486
H -1.766 -0.048 -0.976
H -3.274 -0.276 -0.850
H -2.488 -0.163 0.579
H -2.055 -2.761 0.417
H -2.559 -2.548 -1.369
H -0.900 -2.041 -0.753
C 1.365 1.322 0.458
C 2.929 1.370 0.492
H 0.870 2.220 0.748
H 0.945 1.226 -0.661
H 1.053 0.429 1.207
H 3.352 0.378 0.286
H 3.355 1.617 1.533
H 3.475 2.019 -0.293
```

Values from the calculation:
energy relative to the best compared isomer or geometry (same formula, charge and spin) = 138.02 kJ/mol
HOMO-LUMO gap = 12.1 eV
calculated total energy = -4341.098 eV
SMILES string = CC.CC
lowest unoccupied orbital energy = 1.09 eV

Entry 5:
Entry from the OMol25 dataset: a structure of composition C12H25InO2PS (the ωB97M-V functional and the def2-TZVPD basis).

```
42
C12H25InO2PS, DFT the ωB97M-V functional and the def2-TZVPD basis
C 3.137 0.154 0.556
C 2.223 0.348 -0.242
C 0.912 0.432 -1.101
In -0.722 -0.752 -0.019
C -0.887 -2.778 -0.967
P -2.920 0.517 0.181
S -3.930 0.419 -1.514
H 3.704 -0.186 1.459
H 0.617 1.514 -1.228
H 1.111 -0.033 -2.111
H -0.107 -0.960 1.676
H 0.162 -3.151 -1.215
H -1.364 -3.560 -0.286
H -1.498 -2.770 -1.929
H -3.695 -0.139 1.212
H -2.707 1.854 0.654
C 4.983 -4.409 2.878
C 3.946 -4.063 3.926
C 2.966 -3.219 3.131
O 3.008 -3.698 1.782
C 4.127 -4.577 1.635
H 5.569 -5.298 3.115
H 5.673 -3.569 2.746
H 3.454 -4.975 4.277
H 4.353 -3.540 4.793
H 3.264 -2.165 3.122
H 1.946 -3.288 3.512
H 3.743 -5.600 1.553
H 4.667 -4.333 0.717
C -4.111 4.312 -3.253
C -4.065 5.666 -2.572
C -3.280 5.356 -1.310
O -2.382 4.289 -1.633
C -2.750 3.742 -2.908
H -4.290 4.366 -4.327
H -4.897 3.697 -2.805
H -3.510 6.376 -3.194
H -5.050 6.090 -2.368
H -3.939 5.009 -0.507
H -2.712 6.216 -0.947
H -1.992 4.053 -3.637
H -2.754 2.652 -2.853
```

Values from the calculation:
energy relative to the best compared isomer or geometry (same formula, charge and spin) = 0.00 kJ/mol
net charge = -1
HOMO-LUMO gap = 7.0 eV
calculated total energy = -42239.302 eV
lowest unoccupied orbital energy = 2.84 eV

Entry 6:
Entry from the OMol25 dataset: a cluster of 7 separate species, C36H74B2NO13P2 in total (the ωB97M-V functional and the def2-TZVPD basis).

```
128
C36H74B2NO13P2, DFT the ωB97M-V functional and the def2-TZVPD basis
C 1.178 -0.961 -1.797
C 1.059 0.342 -2.756
P 0.576 1.801 -1.607
C 1.965 3.148 -1.662
B -1.025 2.698 -2.221
P -0.492 4.152 -3.377
N -0.404 3.457 -5.038
O -1.691 5.393 -3.478
O -2.041 1.950 -2.994
C -3.355 2.065 -2.374
C -4.271 3.245 -2.953
C -5.747 2.811 -3.352
O -6.391 3.599 -4.103
O -6.428 1.633 -2.900
C -6.185 0.519 -3.764
C -5.750 0.656 -5.296
O -6.300 -0.618 -3.229
C -2.897 2.127 -0.804
C -3.836 2.881 0.250
C -5.364 2.366 0.283
B -2.667 0.577 -0.314
C -2.931 0.052 1.226
O -2.240 -0.474 -1.250
O -1.738 2.989 -0.966
H 0.151 -1.426 -1.581
H 1.827 -1.791 -2.246
H 1.638 -0.717 -0.773
H 2.129 0.550 -3.123
H 0.316 0.177 -3.609
H 2.386 3.162 -2.734
H 1.584 4.167 -1.314
H 2.813 2.849 -0.914
H -1.398 3.296 -5.298
H -0.022 2.491 -4.949
H -1.281 6.225 -3.145
H -3.962 1.096 -2.402
H -3.775 3.753 -3.863
H -4.312 4.068 -2.147
H -4.733 1.202 -5.287
H -6.489 1.270 -5.909
H -5.571 -0.397 -5.689
H -3.407 2.893 1.315
H -3.882 3.993 -0.067
H -5.519 1.307 -0.110
H -5.694 2.364 1.380
H -5.972 3.078 -0.374
H -2.891 0.886 1.997
H -3.919 -0.525 1.200
H -2.039 -0.644 1.468
H -3.072 -0.775 -1.693
C -3.824 -1.691 6.136
C -3.360 -0.435 6.838
C -2.674 0.318 5.715
O -3.344 -0.046 4.502
C -4.200 -1.165 4.765
H -4.650 -2.197 6.640
H -2.992 -2.396 6.050
H -4.227 0.133 7.194
H -2.703 -0.624 7.689
H -1.624 0.021 5.620
H -2.719 1.402 5.848
H -5.236 -0.806 4.748
H -4.078 -1.914 3.980
C 2.501 -6.221 -2.529
C 2.762 -6.327 -1.043
C 2.940 -4.873 -0.650
O 2.128 -4.100 -1.543
C 1.688 -4.944 -2.615
H 1.982 -7.086 -2.947
H 3.449 -6.098 -3.064
H 1.884 -6.745 -0.541
H 3.626 -6.945 -0.791
H 3.979 -4.551 -0.778
H 2.639 -4.677 0.382
H 0.621 -5.142 -2.470
H 1.819 -4.426 -3.567
C 7.166 1.568 -0.102
C 7.011 1.179 1.350
C 5.799 1.989 1.764
O 4.974 2.133 0.601
C 5.724 1.708 -0.547
H 7.725 0.841 -0.694
H 7.675 2.534 -0.175
H 6.789 0.109 1.426
H 7.893 1.388 1.958
H 6.087 2.993 2.096
H 5.227 1.509 2.562
H 5.315 0.747 -0.876
H 5.603 2.434 -1.354
C 8.893 6.840 -1.082
C 7.557 6.762 -1.786
C 7.410 5.272 -2.021
O 8.096 4.613 -0.946
C 8.876 5.583 -0.234
H 9.027 7.749 -0.493
H 9.703 6.784 -1.817
H 6.764 7.115 -1.118
H 7.510 7.345 -2.708
H 7.887 4.967 -2.959
H 6.366 4.951 -2.041
H 8.388 5.762 0.730
H 9.877 5.187 -0.050
C -1.359 -4.722 9.747
C -2.794 -5.104 10.030
C -3.540 -4.360 8.940
O -2.655 -4.277 7.814
C -1.340 -4.669 8.232
H -0.628 -5.421 10.157
H -1.151 -3.728 10.158
H -2.923 -6.184 9.901
H -3.130 -4.838 11.034
H -3.783 -3.338 9.251
H -4.463 -4.863 8.645
H -1.133 -5.656 7.803
H -0.605 -3.960 7.845
C -2.225 -4.367 -5.234
C -2.841 -3.166 -4.549
C -1.767 -2.791 -3.546
O -0.509 -3.169 -4.126
C -0.757 -3.988 -5.274
H -2.640 -4.569 -6.223
H -2.365 -5.259 -4.614
H -2.976 -2.355 -5.272
H -3.806 -3.373 -4.083
H -1.885 -3.347 -2.610
H -1.761 -1.723 -3.319
H -0.525 -3.395 -6.165
H -0.098 -4.859 -5.253
```

Values from the calculation:
net charge = -1
HOMO-LUMO gap = 5.0 eV
calculated total energy = -86568.184 eV
lowest unoccupied orbital energy = 1.99 eV

Entry 7:
Entry from the OMol25 dataset: a structure of composition C28H38GeN3OReS2Te (the ωB97M-V functional and the def2-TZVPD basis).

```
75
C28H38GeN3OReS2Te, DFT the ωB97M-V functional and the def2-TZVPD basis
Re -0.613 0.018 -0.734
C -1.370 2.666 1.338
N -0.364 1.589 1.368
C 0.961 2.241 1.276
C 2.113 1.281 1.055
N 2.158 0.729 -0.294
C 2.902 -0.522 -0.333
C 2.550 1.672 -1.306
C 3.904 1.908 -1.539
C 4.332 2.785 -2.519
C 3.384 3.447 -3.289
C 2.040 3.220 -3.069
C 1.583 2.339 -2.079
S -0.153 2.177 -1.876
C -0.457 0.800 2.587
C -0.569 1.439 3.820
C -0.637 0.725 5.004
C -0.579 -0.663 4.956
C -0.460 -1.306 3.742
C -0.401 -0.599 2.531
S -0.263 -1.535 1.054
H -1.129 3.459 2.058
H -2.353 2.264 1.562
H -1.390 3.089 0.337
H 1.142 2.797 2.208
H 0.912 2.961 0.460
H 2.043 0.447 1.757
H 3.050 1.818 1.283
H 3.924 -0.429 0.066
H 2.960 -0.873 -1.362
H 2.362 -1.265 0.255
H 4.635 1.385 -0.935
H 5.391 2.946 -2.682
H 3.691 4.133 -4.070
H 1.298 3.722 -3.678
H -0.610 2.520 3.851
H -0.734 1.243 5.950
H -0.631 -1.247 5.867
H -0.418 -2.388 3.699
Te -3.229 0.754 -1.261
C -4.250 -0.405 0.194
C -5.290 -1.260 -0.170
C -6.016 -1.955 0.788
C -5.710 -1.826 2.134
C -4.660 -1.000 2.513
C -3.942 -0.298 1.554
H -5.532 -1.378 -1.219
H -6.822 -2.608 0.474
H -6.276 -2.372 2.880
H -4.396 -0.895 3.559
H -3.127 0.341 1.863
C -2.742 -5.410 -0.595
C -2.647 -3.962 -0.161
N -3.122 -3.677 1.075
O -2.193 -3.099 -0.891
H -2.945 -6.097 0.226
H -1.812 -5.686 -1.087
H -3.547 -5.495 -1.327
H -3.322 -4.411 1.729
H -2.972 -2.740 1.425
C -1.639 -3.066 -3.922
Ge 0.049 -2.629 -3.025
C 0.721 -4.080 -1.876
C 1.371 -2.496 -4.497
C 0.130 -0.895 -2.156
H -1.446 -3.790 -4.717
H -2.052 -2.161 -4.368
H -2.369 -3.463 -3.223
H 0.453 -5.061 -2.276
H 0.325 -3.981 -0.867
H 1.810 -4.020 -1.826
H 1.428 -3.433 -5.057
H 2.364 -2.266 -4.106
H 1.088 -1.698 -5.187
H 0.819 -0.259 -2.733
```

Values from the calculation:
energy relative to the best compared isomer or geometry (same formula, charge and spin) = 35.14 kJ/mol
net charge = -1
HOMO-LUMO gap (alpha / beta) = 5.1 / 6.6 eV
multiplicity = 4
calculated total energy = -123781.830 eV
lowest unoccupied orbital energy (alpha / beta) = 2.56 / 2.55 eV

Entry 8:
Entry from the OMol25 dataset: the molecule C4H9N2P (the ωB97M-V functional and the def2-TZVPD basis).

```
16
C4H9N2P, DFT the ωB97M-V functional and the def2-TZVPD basis
C -0.910 -1.793 -0.308
C 0.316 -1.257 -0.420
C 2.172 0.516 0.066
C 0.682 0.165 0.036
N -2.073 -1.275 0.158
N -2.780 1.337 -0.689
P -2.859 0.096 0.275
H -1.111 -2.829 -0.469
H 1.209 -1.973 -0.679
H 2.265 1.479 0.616
H 2.431 0.595 -1.016
H 2.595 -0.369 0.424
H -0.006 0.850 -0.413
H 0.219 0.309 1.140
H -3.392 2.087 -0.570
H -3.670 -0.010 1.555
```

Values from the calculation:
energy relative to the best compared isomer or geometry (same formula, charge and spin) = 284.03 kJ/mol
HOMO-LUMO gap (alpha / beta) = 8.1 / 8.1 eV
calculated total energy = -16559.942 eV
lowest unoccupied orbital energy (alpha / beta) = 0.06 / 0.06 eV

Entry 9:
Entry from the OMol25 dataset: the molecule C6H16N2O2S (the ωB97M-V functional and the def2-TZVPD basis).

```
27
C6H16N2O2S, DFT the ωB97M-V functional and the def2-TZVPD basis
N 1.320 1.972 1.287
C -0.043 2.635 1.696
C -1.161 2.022 0.587
C -1.172 0.477 0.305
S -1.085 -0.096 -1.397
O 0.236 0.261 -2.019
O -2.354 0.212 -2.079
C -1.124 -1.774 -1.011
C 0.054 -2.245 -0.153
C 1.491 -1.987 -0.541
N 1.988 -0.600 -0.181
H 1.644 2.211 0.418
H 1.288 0.929 1.337
H -0.470 2.260 2.592
H -0.087 3.756 1.731
H -2.153 2.570 0.761
H -0.925 2.532 -0.340
H -1.929 -0.161 0.896
H -0.290 0.010 0.598
H -2.249 -1.787 -0.546
H -1.183 -2.172 -2.034
H -0.120 -1.850 0.844
H -0.083 -3.404 -0.092
H 1.957 -2.889 -0.106
H 1.778 -2.155 -1.514
H 2.973 -0.709 -0.027
H 1.700 -0.016 -1.013
```

Values from the calculation:
energy relative to the best compared isomer or geometry (same formula, charge and spin) = 364.32 kJ/mol
HOMO-LUMO gap = 9.3 eV
calculated total energy = -24388.767 eV
SMILES string = NCCCS(=O)(=O)CCCN
lowest unoccupied orbital energy = 0.56 eV